Record 1
Molecular formula: C31H24F11IInN4O6S3
Method: DFT, ωB97M-V with the def2-TZVPD basis set

Summary:
HOMO-LUMO gap   7.484 eV
HOMO   -5.57 eV
Total energy   -126455.64569 eV
LUMO energy   0.070 Eh

```
! RIJCOSX wB97M-V def2-TZVPD def2/J DEFGRID3
* xyz -1 1
In -0.397 0.166 0.303
C 1.615 2.646 -2.930
C 2.438 1.414 -2.708
N 3.327 1.072 -3.606
C 4.057 -0.042 -3.413
C 3.919 -0.863 -2.323
C 4.755 -2.114 -2.241
O 5.642 -2.143 -1.124
C 2.973 -0.517 -1.323
C 2.809 -1.377 -0.184
N 1.954 -1.234 0.767
C 1.848 -2.222 1.744
C 2.053 -3.583 1.502
C 1.856 -4.517 2.505
C 1.452 -4.116 3.769
C 1.229 -2.771 4.029
C 1.425 -1.856 3.017
I 1.001 0.177 3.285
C 2.206 0.664 -1.501
O 1.361 1.114 -0.651
H 1.804 3.045 -3.923
H 1.862 3.394 -2.174
H 0.557 2.409 -2.806
H 4.770 -0.273 -4.198
H 5.328 -2.218 -3.168
H 4.113 -2.992 -2.142
H 6.050 -1.273 -1.053
H 3.515 -2.207 -0.112
H 2.319 -3.899 0.502
H 1.999 -5.568 2.289
H 1.282 -4.843 4.551
H 0.902 -2.448 5.007
F -4.208 -3.998 0.970
C -2.933 -3.754 0.630
F -2.332 -4.930 0.428
F -2.938 -3.101 -0.515
S -2.101 -2.896 2.092
O -1.079 -2.014 1.537
O -1.630 -3.983 2.881
N -3.263 -2.077 2.783
S -3.373 -0.651 2.107
O -3.474 -0.718 0.674
O -2.521 0.356 2.664
C -5.070 -0.191 2.708
F -5.407 1.030 2.297
F -5.101 -0.204 4.043
F -5.987 -1.049 2.260
F -2.833 -1.161 -6.540
C -2.261 -1.305 -5.339
C -2.117 -0.221 -4.493
F -2.560 0.980 -4.881
C -1.505 -0.378 -3.265
F -1.367 0.701 -2.483
C -1.014 -1.605 -2.820
S -0.164 -1.849 -1.340
C -1.193 -2.683 -3.698
F -0.752 -3.892 -3.333
C -1.797 -2.545 -4.929
F -1.933 -3.599 -5.742
C -0.105 3.824 3.405
N 0.751 4.274 2.321
C 2.126 4.366 2.773
C 0.659 3.390 1.161
C -0.726 3.357 0.568
C -1.376 4.578 0.366
C -2.630 4.637 -0.211
C -3.258 3.466 -0.609
C -2.628 2.245 -0.412
C -1.373 2.190 0.180
H -0.131 4.590 4.183
H 0.251 2.882 3.857
H -1.116 3.662 3.037
H 2.185 5.080 3.597
H 2.753 4.723 1.955
H 2.513 3.394 3.123
H 0.983 2.369 1.399
H 1.345 3.774 0.400
H -0.867 5.481 0.683
H -3.113 5.594 -0.364
H -4.234 3.496 -1.077
H -3.127 1.339 -0.717
*
```

Record 2
Molecular formula: C34H29NO4S3Sb3Tc
Method: DFT, ωB97M-V with the def2-TZVPD basis set

Summary:
HOMO-LUMO gap (alpha / beta)   6.851 / 6.855 eV
HOMO (alpha / beta)   -7.79 / -7.80 eV
Energy relative to the best compared isomer or geometry (same formula, charge and spin)   0.0000 eV
Total energy   -99727.80597 eV
LUMO energy (alpha / beta)   -0.034 / -0.035 Eh

```
! RIJCOSX wB97M-V def2-TZVPD def2/J DEFGRID3
* xyz 0 1
Tc 0.476 0.984 0.657
O -2.346 1.844 3.462
C -1.395 1.355 2.841
O -1.408 1.125 1.575
C -0.101 1.046 3.533
C 0.167 1.055 4.891
C 1.468 0.780 5.295
C 2.462 0.493 4.362
C 2.115 0.502 3.023
N 0.871 0.789 2.668
C 2.995 0.194 1.827
O 4.152 -0.116 1.956
O 2.351 0.273 0.677
H -0.620 1.289 5.593
H 1.713 0.788 6.348
H 3.478 0.266 4.651
C -1.722 -0.335 -2.510
C -1.017 -1.684 -2.676
C -1.015 -2.533 -1.406
Sb -0.072 -1.684 0.332
C 1.741 -2.768 0.328
C 2.282 -3.294 1.496
C 3.525 -3.912 1.477
C 4.235 -4.005 0.290
C 3.704 -3.476 -0.878
C 2.464 -2.856 -0.857
C -1.183 -2.694 1.833
C -0.965 -4.038 2.128
C -1.731 -4.678 3.091
C -2.726 -3.983 3.764
C -2.961 -2.650 3.465
C -2.194 -2.008 2.503
Sb -0.428 1.243 -1.860
C -1.767 2.866 -2.058
C -1.272 4.152 -2.261
C -2.132 5.239 -2.273
C -3.493 5.053 -2.072
C -3.993 3.776 -1.868
C -3.132 2.686 -1.861
C 0.787 1.440 -3.578
C 0.273 1.887 -4.793
C 1.086 1.944 -5.914
C 2.416 1.553 -5.828
C 2.935 1.111 -4.620
C 2.122 1.057 -3.496
H -2.539 -0.415 -1.790
H -2.151 0.005 -3.454
H 0.007 -1.546 -3.041
H -1.525 -2.254 -3.459
H -0.500 -3.481 -1.575
H -2.037 -2.770 -1.102
H 1.743 -3.216 2.434
H 3.942 -4.310 2.391
H 5.206 -4.481 0.275
H 4.261 -3.537 -1.803
H 2.073 -2.430 -1.776
H -0.192 -4.593 1.608
H -1.550 -5.722 3.316
H -3.322 -4.483 4.516
H -3.742 -2.104 3.978
H -2.400 -0.972 2.265
H -0.209 4.315 -2.402
H -1.737 6.235 -2.430
H -4.162 5.903 -2.072
H -5.053 3.625 -1.708
H -3.541 1.698 -1.685
H -0.761 2.204 -4.865
H 0.684 2.297 -6.855
H 3.050 1.599 -6.704
H 3.974 0.817 -4.548
H 2.535 0.728 -2.547
S -2.585 5.358 4.282
Sb -2.315 4.189 2.437
S 0.552 3.189 0.599
S 0.145 4.077 2.461
*
```

Record 3
Molecular formula: C3H6O3
Method: DFT, ωB97M-V with the def2-TZVPD basis set

Summary:
HOMO-LUMO gap   11.314 eV
HOMO   -10.63 eV
Energy relative to the best compared isomer or geometry (same formula, charge and spin)   0.4834 eV
Total energy   -9350.83326 eV
SMILES   O=C(O)CCO
LUMO energy   0.025 Eh

```
! RIJCOSX wB97M-V def2-TZVPD def2/J DEFGRID3
* xyz 0 1
O 1.674 -0.711 1.072
C 1.103 -0.115 0.199
O 1.470 1.123 -0.193
C -0.117 -0.605 -0.501
C -1.304 0.345 -0.175
O -2.585 -0.188 -0.429
H 2.168 1.370 0.436
H -0.394 -1.610 -0.192
H -0.048 -0.580 -1.584
H -1.213 1.186 -0.841
H -1.262 0.714 0.856
H -2.675 -1.042 0.024
*
```